Entry 1:
98
Properties=species:S:1:pos:R:3 method="wB97M-V/def2-TZVPD" lumo_energy_ev="2.1 / 2.1" total_charge=-1 relative_energy_kj_mol=0.4
Li -0.24 -0.82 0.56
C 2.73 -3.97 0.19
C 2.40 -2.50 0.11
N 1.27 -2.14 -0.37
N 0.52 -3.13 -0.93
C -0.70 -3.36 -0.62
S -1.65 -2.75 0.66
S -1.48 -4.57 -1.74
C -0.99 -6.17 -0.95
C -1.52 -6.36 0.44
C -0.68 -6.25 1.54
C -1.19 -6.33 2.83
C -2.54 -6.55 3.03
C -3.38 -6.69 1.93
C -2.88 -6.60 0.65
C 3.48 -1.58 0.56
C 4.77 -1.99 0.19
C 5.92 -1.44 0.70
C 5.82 -0.47 1.69
C 4.58 0.02 2.03
C 3.41 -0.44 1.40
O 1.02 -0.29 1.60
H 1.86 -4.51 0.55
H 3.57 -4.16 0.86
H 2.95 -4.36 -0.80
H 0.09 -6.23 -0.98
H -1.42 -6.91 -1.62
H 0.37 -6.07 1.39
H -0.53 -6.21 3.68
H -2.95 -6.58 4.03
H -4.44 -6.87 2.08
H -3.53 -6.68 -0.21
H 4.86 -2.80 -0.53
H 6.89 -1.79 0.37
H 6.70 -0.08 2.18
H 4.47 0.80 2.77
C -1.78 4.47 -0.38
C -1.79 3.13 0.28
C -2.20 2.74 1.53
C -1.96 1.35 1.58
N -1.45 0.92 0.44
N -1.35 2.02 -0.34
C -2.24 0.39 2.70
H -2.49 5.13 0.11
H -2.04 4.39 -1.44
H -0.79 4.92 -0.30
H -2.59 3.36 2.31
H -1.02 1.90 -1.28
H -2.33 0.93 3.64
H -1.42 -0.33 2.77
H -3.16 -0.16 2.50
C 2.35 7.88 -2.38
C 2.89 6.46 -2.43
S 2.82 5.79 -0.74
O 3.82 6.49 0.01
O 1.44 5.84 -0.33
C 3.34 4.07 -0.97
C 3.75 3.42 0.36
N 2.69 2.62 0.97
C 2.48 1.33 0.48
N 2.19 0.39 1.61
C 2.21 1.30 2.77
C 2.48 2.58 2.35
N 2.50 3.69 3.16
O 2.23 3.51 4.38
O 2.78 4.82 2.67
C 1.97 1.06 -0.89
H 2.48 8.39 -3.33
H 2.86 8.44 -1.60
H 1.29 7.86 -2.13
H 3.94 6.43 -2.73
H 2.29 5.80 -3.07
H 4.19 4.14 -1.64
H 2.51 3.56 -1.44
H 4.01 4.21 1.06
H 4.62 2.79 0.19
H 1.73 0.97 3.67
H 2.77 0.93 -1.62
H 1.31 1.86 -1.23
H 1.39 0.13 -0.87
N -1.48 -0.09 -2.52
C -2.55 -0.22 -2.12
N -3.80 -0.24 -1.70
C -4.80 0.54 -2.41
C -5.56 -0.33 -3.43
C -5.47 -1.81 -3.02
C -5.58 -1.94 -1.50
C -4.36 -1.27 -0.83
H -4.32 1.39 -2.90
H -5.49 0.94 -1.66
H -5.13 -0.20 -4.43
H -6.60 -0.01 -3.47
H -4.52 -2.23 -3.34
H -6.26 -2.38 -3.51
H -5.61 -2.99 -1.20
H -6.51 -1.46 -1.16
H -3.58 -2.00 -0.60
H -4.65 -0.80 0.11



Entry 2:
87
Properties=species:S:1:pos:R:3 method="wB97M-V/def2-TZVPD" lumo_energy_ev="-5.3 / -5.3" total_charge=+2 s2=2.034 relative_energy_kj_mol=158.1 spin_multiplicity=3
V 0.04 0.09 0.40
C -4.88 -2.33 -0.48
C -4.10 -2.20 -1.62
C -3.24 -1.12 -1.75
C -3.16 -0.15 -0.75
C -3.95 -0.29 0.39
C -4.80 -1.38 0.53
P -1.90 1.15 -0.86
C -2.18 2.12 -2.35
C -1.24 3.12 -2.64
C -1.39 3.90 -3.77
C -2.46 3.70 -4.62
C -3.40 2.72 -4.33
C -3.26 1.93 -3.20
C -1.93 2.15 0.62
C -2.74 3.24 0.94
C -2.52 3.88 2.14
C -1.49 3.44 2.98
C -0.69 2.36 2.64
C -0.90 1.67 1.44
H -5.56 -3.17 -0.38
H -4.17 -2.93 -2.42
H -2.65 -1.01 -2.66
H -3.90 0.45 1.18
H -5.42 -1.47 1.41
H -0.41 3.29 -1.96
H -0.67 4.69 -3.98
H -2.58 4.32 -5.50
H -4.25 2.57 -4.99
H -4.01 1.18 -2.97
H -3.51 3.58 0.26
H -3.12 4.72 2.43
H -1.31 3.96 3.92
H 0.12 2.08 3.29
O 0.79 -0.68 -1.53
S 0.43 -0.16 -2.93
C 0.72 -1.54 -4.07
C 1.17 -0.83 -5.34
C 2.28 0.13 -4.91
C 1.88 0.75 -3.56
H -0.19 -2.12 -4.17
H 1.52 -2.15 -3.64
H 0.34 -0.29 -5.79
H 1.52 -1.56 -6.08
H 2.45 0.91 -5.66
H 3.22 -0.42 -4.79
H 1.59 1.80 -3.63
H 2.65 0.64 -2.79
N 1.24 -4.68 1.66
C 1.88 -4.08 0.44
C 1.76 -2.57 0.51
N 0.37 -2.12 0.66
C -0.32 -2.77 1.79
C -0.21 -4.29 1.76
H 1.74 -4.37 2.50
H 1.32 -5.70 1.64
H 1.36 -4.50 -0.42
H 2.93 -4.39 0.41
H 2.16 -2.12 -0.40
H 2.36 -2.18 1.33
H -0.11 -2.34 -0.22
H -1.38 -2.50 1.78
H 0.10 -2.38 2.72
H -0.71 -4.72 0.90
H -0.62 -4.73 2.67
C 2.02 1.39 4.97
N 2.32 0.04 4.48
C 1.85 -0.95 5.42
C 1.84 -0.22 3.14
C 2.54 0.57 2.05
C 3.85 1.00 2.25
C 4.51 1.75 1.29
C 3.86 2.08 0.11
C 2.57 1.63 -0.11
C 1.88 0.86 0.83
H 2.59 1.57 5.88
H 0.96 1.52 5.20
H 2.32 2.13 4.23
H 2.26 -0.75 6.41
H 2.19 -1.95 5.12
H 0.75 -0.97 5.51
H 0.74 -0.08 3.05
H 2.02 -1.30 3.00
H 4.34 0.75 3.19
H 5.52 2.08 1.47
H 4.36 2.70 -0.62
H 2.06 1.92 -1.02



Entry 3:
92
Properties=species:S:1:pos:R:3 method="wB97M-V/def2-TZVPD" lumo_energy_ev="-1.3 / -1.5" s2=6.052 relative_energy_kj_mol=175.9 spin_multiplicity=5
Fe 14.69 5.77 11.16
C 18.50 6.68 12.94
C 17.05 6.44 12.68
N 16.57 6.31 11.42
N 17.35 6.31 10.26
C 16.74 6.14 9.07
N 17.52 5.73 8.03
S 15.04 6.39 8.94
C 16.08 6.11 13.75
C 16.29 6.33 15.16
C 15.23 6.07 15.98
C 14.12 5.37 15.47
C 14.01 5.15 14.12
N 14.92 5.55 13.23
H 18.97 6.64 11.95
H 18.97 5.85 13.56
H 18.74 7.64 13.43
H 18.35 6.45 10.44
H 18.51 5.45 8.15
H 17.06 5.45 7.16
H 17.22 6.72 15.52
H 15.10 6.61 16.92
H 13.22 5.20 16.08
H 13.15 4.61 13.67
C 13.89 12.66 10.76
C 15.15 13.39 11.35
C 15.70 14.56 10.50
C 14.89 13.86 12.80
Si 16.46 11.92 11.48
O 15.90 10.55 11.95
C 17.05 11.65 9.65
C 16.65 10.42 9.06
C 17.01 10.16 7.73
C 17.82 11.03 7.04
C 18.28 12.20 7.59
C 17.86 12.52 8.89
C 18.02 12.31 12.48
C 18.66 13.55 12.58
C 19.71 13.70 13.44
C 20.02 12.70 14.36
C 19.41 11.43 14.24
C 18.50 11.22 13.23
H 13.01 13.02 11.31
H 13.92 11.60 10.98
H 13.78 12.77 9.68
H 14.97 15.35 10.43
H 15.95 14.26 9.49
H 16.60 14.97 10.96
H 14.20 14.70 12.79
H 15.80 14.11 13.32
H 14.43 13.15 13.48
H 16.07 9.74 9.71
H 16.57 9.28 7.28
H 18.20 10.64 6.10
H 18.98 12.76 7.05
H 18.22 13.46 9.29
H 18.18 14.39 12.08
H 20.28 14.64 13.49
H 20.68 12.94 15.18
H 19.69 10.54 14.77
H 18.12 10.25 12.93
C 8.33 10.61 11.95
C 9.82 10.40 11.62
N 10.54 10.11 12.90
C 10.56 11.25 13.85
C 10.54 10.81 15.31
C 11.54 9.18 13.02
O 12.53 9.39 13.76
C 11.49 7.97 12.18
C 10.32 7.22 11.82
C 10.46 5.93 11.30
C 11.72 5.46 11.04
N 12.83 6.26 11.28
C 12.74 7.45 11.87
H 7.74 10.08 11.15
H 7.93 11.60 11.98
H 8.03 10.15 12.93
H 10.24 11.31 11.23
H 9.92 9.54 10.88
H 9.74 11.95 13.60
H 11.47 11.87 13.61
H 9.60 10.34 15.64
H 10.56 11.71 15.93
H 11.43 10.22 15.52
H 9.32 7.58 12.11
H 9.64 5.29 10.96
H 11.94 4.52 10.62
H 13.60 8.03 12.15
C 14.91 3.78 10.86
H 15.88 3.41 11.26
H 14.69 3.43 9.84
H 14.14 3.27 11.51



Entry 4:
98
Properties=species:S:1:pos:R:3 method="wB97M-V/def2-TZVPD" lumo_energy_ev="-2.8 / -5.0" total_charge=+1 s2=3.784 relative_energy_kj_mol=0.0 spin_multiplicity=4
Pt 0.78 -0.15 -1.45
S 6.45 4.69 -0.54
N 6.51 3.09 -0.80
C 5.25 2.67 -0.79
C 4.83 1.31 -1.07
C 5.65 0.27 -1.45
C 5.09 -0.98 -1.74
C 3.72 -1.15 -1.66
N 2.88 -0.18 -1.32
C 3.41 1.11 -1.04
C 2.50 2.08 -0.80
N 1.16 1.78 -1.04
C 0.24 2.77 -0.99
C 0.58 4.03 -0.66
C 1.93 4.41 -0.44
C 2.87 3.45 -0.52
C 4.30 3.70 -0.55
N 4.84 4.91 -0.42
H 6.71 0.43 -1.61
H 5.76 -1.75 -2.06
H 3.26 -2.10 -1.84
H -0.79 2.53 -1.25
H -0.18 4.80 -0.63
H 2.19 5.43 -0.28
C -2.39 2.99 1.07
Si -2.73 1.13 1.07
C -3.14 0.52 2.82
C -4.26 1.07 -0.06
Ge -0.99 -0.43 0.17
Si -2.37 -2.34 -0.72
C -4.22 -2.16 -0.29
C -2.01 -4.13 -0.03
C -2.43 -2.37 -2.65
Si -2.42 1.05 -3.41
C -2.35 2.94 -3.30
C -4.29 0.70 -3.71
C -1.25 0.48 -4.90
H -3.27 3.45 1.53
H -2.33 3.37 0.05
H -1.49 3.31 1.59
H -4.15 0.88 3.06
H -2.42 0.96 3.50
H -3.14 -0.56 3.00
H -4.67 2.08 -0.03
H -5.00 0.34 0.28
H -3.97 0.87 -1.08
H -4.42 -1.84 0.74
H -4.69 -3.15 -0.41
H -4.70 -1.48 -0.99
H -2.83 -4.37 0.66
H -1.05 -4.24 0.50
H -2.03 -4.87 -0.83
H -2.99 -1.52 -3.01
H -2.91 -3.30 -2.99
H -1.43 -2.32 -3.07
H -2.87 3.40 -2.47
H -2.67 3.38 -4.28
H -1.30 3.25 -3.26
H -4.86 1.58 -3.40
H -4.70 -0.18 -3.19
H -4.45 0.53 -4.76
H -0.59 1.33 -5.13
H -1.88 0.29 -5.77
H -0.63 -0.37 -4.67
O 0.14 -1.27 1.38
C 0.67 -1.00 2.73
C 2.20 -1.12 2.62
C 3.11 -0.12 2.40
C 4.42 -0.59 2.18
C 4.50 -1.96 2.23
S 2.98 -2.65 2.65
C 0.03 -2.05 3.63
C -1.08 -2.79 3.40
C -1.46 -3.61 4.48
C -0.59 -3.55 5.53
S 0.70 -2.47 5.17
C 0.36 0.42 3.15
C 0.45 1.53 2.35
C 0.42 2.75 3.05
C 0.20 2.59 4.38
S 0.09 0.92 4.78
H 2.86 0.92 2.41
H 5.29 0.07 2.04
H 5.37 -2.58 2.16
H -1.63 -2.72 2.47
H -2.38 -4.17 4.49
H -0.69 -4.05 6.49
H 0.64 1.48 1.30
H 0.46 3.71 2.56
H 0.15 3.34 5.14
N 1.41 -3.20 -0.39
C 1.03 -3.13 -1.66
N 1.11 -4.24 -2.42
O 0.73 -2.05 -2.25
H 1.62 -4.11 -0.02
H 1.17 -2.43 0.24
H 1.32 -5.12 -1.99
H 0.77 -4.20 -3.36



Entry 5:
114
Properties=species:S:1:pos:R:3 method="wB97M-V/def2-TZVPD" lumo_energy_ev=0.0 smiles="N#CC[C@](C#N)(CCCCSc1nnco1)C[SH](=O)=O.O=C1OCCO1.O=C1OCCO1.O=C1OCCO1.O=C1OCCO1.O=C1OCCO1.O=C1OCCO1.O=C1OCCO1.O=C1OCCO1"
N 4.65 2.49 0.91
C 3.74 1.82 0.73
C 2.66 0.86 0.58
C 3.01 -0.49 1.25
C 4.26 -0.94 0.63
N 5.23 -1.33 0.19
C 1.90 -1.53 0.86
C 1.12 -2.18 1.99
C 0.14 -3.21 1.40
C -1.33 -2.88 1.66
S -2.07 -1.74 0.47
C -1.76 -0.12 0.99
N -2.33 0.89 0.39
N -1.89 2.03 1.04
C -1.11 1.64 1.99
O -0.97 0.27 2.02
C 3.34 -0.38 2.76
S 2.24 0.54 3.81
O 2.77 0.43 5.13
O 2.02 1.85 3.26
H 1.76 1.30 0.98
H 2.54 0.69 -0.49
H 2.35 -2.32 0.28
H 1.22 -1.03 0.19
H 0.51 -1.42 2.47
H 1.74 -2.62 2.76
H 0.33 -3.33 0.34
H 0.33 -4.16 1.90
H -1.49 -2.51 2.66
H -1.90 -3.79 1.55
H -0.56 2.20 2.73
H 4.28 0.16 2.86
H 3.50 -1.34 3.22
H 1.06 -0.12 3.78
C -4.93 -4.88 3.42
C -5.61 -3.60 3.89
O -4.61 -3.02 4.74
C -3.41 -3.50 4.37
O -2.36 -3.09 4.76
O -3.55 -4.52 3.48
H -5.21 -5.16 2.41
H -5.11 -5.71 4.10
H -5.82 -2.91 3.07
H -6.53 -3.78 4.44
C -2.04 -0.75 -4.22
C -1.90 0.61 -3.58
O -1.06 0.32 -2.45
C -0.37 -0.80 -2.71
O 0.51 -1.22 -2.02
O -0.80 -1.40 -3.84
H -2.13 -0.71 -5.30
H -2.87 -1.32 -3.81
H -1.39 1.33 -4.23
H -2.84 1.02 -3.25
C 6.07 0.67 -3.24
C 6.45 1.43 -1.98
O 7.73 1.98 -2.34
C 7.79 2.07 -3.69
O 8.64 2.63 -4.30
O 6.75 1.41 -4.26
H 5.00 0.66 -3.43
H 6.45 -0.35 -3.23
H 5.77 2.25 -1.76
H 6.54 0.80 -1.11
C -7.39 2.35 -2.88
C -6.15 3.22 -2.77
O -5.11 2.24 -2.88
C -5.59 1.17 -3.54
O -4.91 0.26 -3.91
O -6.92 1.26 -3.70
H -8.23 2.84 -3.35
H -7.69 1.96 -1.91
H -6.06 3.94 -3.58
H -6.09 3.74 -1.82
C -5.99 2.52 2.29
C -6.25 1.11 1.83
O -7.50 1.24 1.13
C -7.62 2.52 0.74
O -8.45 2.94 -0.02
O -6.67 3.29 1.29
H -4.94 2.78 2.32
H -6.44 2.73 3.26
H -5.49 0.75 1.12
H -6.35 0.39 2.63
C 7.32 2.45 2.96
C 7.43 3.92 3.31
O 8.41 3.90 4.36
C 9.17 2.78 4.23
O 10.16 2.56 4.83
O 8.62 1.96 3.30
H 7.11 2.28 1.91
H 6.58 1.93 3.57
H 7.81 4.52 2.49
H 6.50 4.35 3.67
C -10.45 -2.33 0.19
C -10.47 -0.91 0.73
O -9.43 -0.96 1.70
C -8.58 -1.95 1.38
O -7.52 -2.12 1.89
O -9.09 -2.71 0.39
H -10.71 -2.40 -0.87
H -11.09 -3.01 0.76
H -10.21 -0.17 -0.03
H -11.42 -0.64 1.19
C 10.77 -0.58 -5.06
C 10.18 0.26 -6.18
O 10.05 -0.69 -7.24
C 9.98 -1.93 -6.70
O 9.71 -2.92 -7.30
O 10.27 -1.89 -5.37
H 10.44 -0.27 -4.07
H 11.86 -0.60 -5.09
H 9.19 0.65 -5.93
H 10.81 1.09 -6.48



no.,molar mass (g mol⁻¹)
1,774.945
2,637.750
3,698.791
4,1063.007
5,1018.888